# C8H25LiNO7

A structure of composition C8H25LiNO7 (ωB97M-V/def2-TZVPD, OMol25).

For the largest force on an atom, the calculation gives 2.22 eV Å⁻¹. As for the LUMO energy: 0.07551 Eh. As for the net charge: -1. The total energy is -24727.41683 eV. For the highest occupied orbital energy, the calculation gives -1.37 eV. The energy above the lowest of the compared OMol25 structures with the same formula, charge and spin is 8.65 kcal/mol.

XYZ file:
```
42
C8H25LiNO7 ωB97M-V/def2-TZVPD
Li -0.07195 0.19049 -0.78077
O -1.13239 1.70828 -0.06549
C -0.79720 3.07244 -0.06621
C -1.80097 4.14002 0.46310
O -3.11364 3.92787 0.12965
H -0.45834 3.31955 -1.09642
H 0.13562 3.21476 0.53337
H -1.45228 5.09847 0.01559
H -1.70309 4.25886 1.56229
C 2.58204 2.10651 -0.98363
O 1.90539 0.93872 -0.52460
C 2.51218 0.22435 0.49129
C 2.09152 -1.24037 0.46302
N 0.59199 -1.29396 0.47113
C 0.04458 -2.50897 -0.10838
C 0.08663 -3.76704 0.79310
O -0.99257 -3.82196 1.68160
C -2.24890 -4.19956 1.17514
H 1.94768 2.60812 -1.69927
H 3.54134 1.77962 -1.40214
H 2.81522 2.69771 -0.09576
H 2.30048 0.63838 1.48793
H 3.61274 0.25545 0.42542
H 2.48581 -1.87104 1.26629
H 2.44208 -1.76174 -0.43722
H 0.45598 -1.39617 1.47661
H 0.47046 -2.77446 -1.08503
H -1.00391 -2.41953 -0.42257
H 0.97585 -3.68309 1.42694
H 0.25117 -4.66952 0.19274
H -2.95599 -3.79041 1.90437
H -2.40846 -5.27752 1.12711
H -2.54255 -3.68723 0.25408
O 0.06473 0.28339 -2.84308
H 0.50983 0.44081 -3.67787
H -0.87722 0.55353 -2.99718
O -2.30364 1.50439 -2.69738
H -3.16509 1.52816 -2.26584
H -1.72536 1.97936 -2.05196
O -0.60721 0.28886 2.79263
H 0.20319 0.59800 3.21028
H -0.66575 0.80648 1.95715
```

---

# C8H25N5O5

A structure of composition C8H25N5O5 (ωB97M-V/def2-TZVPD, OMol25).

For the largest force on an atom, the calculation gives 6.52 eV Å⁻¹. As for the LUMO energy: 0.00121 Eh. The total energy is -26382.99898 eV. For the highest occupied orbital energy, the calculation gives -7.81 eV. The energy above the lowest of the compared OMol25 structures with the same formula, charge and spin is 154.10 kcal/mol.

XYZ file:
```
43
C8H25N5O5 ωB97M-V/def2-TZVPD
C 4.07938 -16.03514 1.46191
O 2.91966 -15.37381 2.03078
C 2.05601 -16.18184 2.80794
C 1.27855 -15.13082 3.70426
N 2.04011 -13.93065 4.23729
C 1.25172 -12.70696 4.57670
C 1.93428 -11.61763 5.35129
O 1.86526 -11.79226 6.80868
C 2.51151 -10.73638 7.42497
H 3.89931 -16.99534 0.97849
H 4.80388 -16.31847 2.22540
H 4.68822 -15.31393 0.91670
H 2.56074 -16.86081 3.49521
H 1.33393 -16.83200 2.31397
H 0.73258 -15.79211 4.37710
H 0.59498 -14.69184 2.97754
H 2.61750 -13.68220 3.44673
H 0.42192 -13.12740 5.14481
H 0.81613 -12.34255 3.64634
H 1.49546 -10.66544 5.05319
H 2.97313 -11.71033 5.03458
H 3.53138 -10.62123 7.05793
H 2.51692 -11.07446 8.46120
H 2.03611 -9.75583 7.40010
C 3.04821 -12.51561 0.92354
O 2.75038 -13.52970 0.42012
N 2.72159 -11.37353 0.33531
N 3.34615 -12.37783 2.18238
H 2.77917 -10.50361 0.84524
H 2.49468 -11.42725 -0.64741
H 3.27691 -11.43155 2.52859
H 3.52933 -13.10400 2.86004
C 2.92740 -14.77857 -2.71521
O 3.20750 -14.61252 -3.84942
N 3.38505 -14.06378 -1.77010
N 1.92776 -15.50957 -2.26604
H 3.26026 -14.27453 -0.79025
H 3.80394 -13.17628 -2.00880
H 1.99208 -16.36696 -2.79598
H 1.78214 -15.52691 -1.26674
O 2.27061 -15.54099 -0.10559
H 2.02907 -16.21720 0.52736
H 2.60488 -14.82056 0.42871
```

---

# C8H25NO15OsP4

A structure of composition C8H25NO15OsP4 (ωB97M-V/def2-TZVPD, OMol25).

The multiplicity is 5. For the largest force on an atom, the calculation gives 0.68 eV Å⁻¹. As for the LUMO energy (spin up / spin down): -0.22492 / -0.30998 Eh. As for the net charge: +2. The total energy is -80521.20890 eV. For the highest occupied orbital energy (spin up / spin down), the calculation gives -15.72 / -15.74 eV.

XYZ file:
```
54
C8H25NO15OsP4 ωB97M-V/def2-TZVPD
Os 0.49806 0.06283 0.18073
C 0.09596 1.28546 2.94037
O 0.91641 0.33114 2.19470
C 2.32496 0.40401 2.57662
C 3.06105 -0.61308 1.77182
O 2.86776 -0.24141 0.39987
C 3.47113 -1.17923 -0.52151
H 0.26691 1.10102 3.99686
H -0.93567 1.09080 2.67924
H 0.39050 2.29869 2.67300
H 2.39589 0.18688 3.64015
H 2.67870 1.41507 2.37097
H 2.66926 -1.61774 1.95011
H 4.12060 -0.58927 2.02991
H 4.54669 -1.19628 -0.35605
H 3.25962 -0.82452 -1.52629
H 3.05390 -2.17513 -0.37537
N 1.22732 3.29641 -2.87973
C -0.10133 2.70513 -2.40720
C -1.24137 3.45020 -3.11138
P 0.00161 0.92309 -2.95928
O -1.43087 0.53372 -3.45935
O 1.09726 0.89139 -3.94180
O 0.20101 -0.00939 -1.70431
P -0.20433 2.97679 -0.59479
O -1.55979 2.25265 -0.20672
O -0.07313 4.39006 -0.27294
O 0.88682 1.98364 -0.01589
H 1.59407 2.64127 -3.58971
H 1.91976 3.38464 -2.13205
H 1.08954 4.22706 -3.27896
H -1.12067 3.42129 -4.19614
H -1.27104 4.48987 -2.78010
H -2.19436 2.98324 -2.87498
H -1.48706 0.33202 -4.40367
H -2.28887 2.84872 0.01018
C -2.09805 -3.23963 -0.64464
C -1.87036 -3.04367 0.84942
O -2.40663 -4.14735 1.53874
P -2.51055 -1.45562 1.45476
O -3.99290 -1.35447 0.96797
O -2.62061 -1.58755 3.02073
O -1.63255 -0.31234 1.00907
P -0.09788 -2.85652 1.31790
O 0.64721 -4.22611 1.12308
O 0.00530 -2.36630 2.70726
O 0.49196 -1.87032 0.21340
H -3.15562 -3.14429 -0.88372
H -1.79321 -4.25132 -0.91278
H -1.53470 -2.51916 -1.23727
H -2.54268 -3.96071 2.47900
H -4.63579 -0.87998 1.50915
H -1.73668 -1.67016 3.43120
H 0.75745 -4.57554 0.23043
```

---

# C8H25NO6Ti

A structure of composition C8H25NO6Ti (ωB97M-V/def2-TZVPD, OMol25).

The multiplicity is 4. For the largest force on an atom, the calculation gives 3.57 eV Å⁻¹. As for the LUMO energy (spin up / spin down): -0.08197 / -0.08552 Eh. As for the net charge: +1. The total energy is -45582.79838 eV. For the highest occupied orbital energy (spin up / spin down), the calculation gives -6.61 / -12.58 eV. The energy above the lowest of the compared OMol25 structures with the same formula, charge and spin is 0.00 kcal/mol.

XYZ file:
```
41
C8H25NO6Ti ωB97M-V/def2-TZVPD
Ti 5.78748 -12.95814 -3.86679
C 6.81182 -15.60360 -1.84738
O 7.10375 -14.62853 -2.83552
C 8.47562 -14.44365 -3.01807
C 8.87052 -13.01240 -3.28918
N 8.31825 -12.51477 -4.52824
C 8.46294 -11.04669 -4.77388
C 8.07888 -10.59926 -6.19123
O 6.73809 -10.91288 -6.48386
C 6.13253 -10.18017 -7.63031
H 5.73811 -15.79032 -1.86698
H 7.00568 -15.21989 -0.84574
H 7.31165 -16.56218 -1.98674
H 8.81938 -15.01562 -3.87992
H 9.05298 -14.82724 -2.17687
H 9.94851 -12.85118 -3.28209
H 8.43142 -12.26242 -2.63129
H 8.91000 -12.89717 -5.25192
H 9.49126 -10.72035 -4.61839
H 7.78378 -10.56538 -4.07020
H 8.80166 -10.85326 -6.96657
H 8.12384 -9.51029 -6.17591
H 6.00460 -9.13931 -7.33305
H 5.20946 -10.71589 -7.85173
H 6.81281 -10.29433 -8.47429
C 4.61656 -11.56232 -1.60386
C 4.31425 -10.50239 -2.76402
O 4.31803 -11.10162 -3.97114
O 5.92532 -12.07557 -1.77885
H 3.90492 -12.38618 -1.65801
H 4.47312 -11.05424 -0.65025
H 4.96178 -9.62565 -2.77500
H 3.26536 -10.23335 -2.63941
H 3.87232 -10.54615 -4.61488
H 6.63105 -11.51263 -1.45227
O 5.73015 -13.25402 -6.27727
H 5.32099 -13.52606 -7.09874
H 5.99390 -12.34655 -6.42953
O 4.15397 -14.63126 -3.36855
H 4.40689 -15.54189 -3.21684
H 3.26536 -14.68443 -3.72038
```

---

# C8H25O6V2

A structure of composition C8H25O6V2 (ωB97M-V/def2-TZVPD, OMol25).

The multiplicity is 7. For the largest force on an atom, the calculation gives 4.29 eV Å⁻¹. As for the LUMO energy (spin up / spin down): -0.20277 / -0.20340 Eh. As for the net charge: +1. The total energy is -72350.84083 eV. For the highest occupied orbital energy (spin up / spin down), the calculation gives -11.35 / -11.49 eV.

XYZ file:
```
41
C8H25O6V2 ωB97M-V/def2-TZVPD
V 5.71838 -9.24607 -2.23092
V 3.87654 -12.11179 -2.82998
C 1.32286 -12.29616 -0.49960
O 1.93931 -12.67274 -1.72850
H 0.44692 -12.90174 -0.26700
H 2.02376 -12.23524 0.33295
H 1.02142 -11.25158 -0.57770
C 6.40713 -11.30514 -4.96281
O 5.75033 -11.16900 -3.71020
H 5.79582 -11.90824 -5.63411
H 6.38506 -10.33932 -5.46759
H 7.42524 -11.69438 -4.96852
O 3.76272 -10.09551 -1.97392
H 3.02276 -10.34585 -1.38712
C 3.29835 -10.53128 2.71515
C 4.30148 -9.92255 1.75472
O 5.53883 -10.47089 2.09843
H 3.63460 -10.35811 3.73742
H 3.05499 -11.58876 2.61215
H 2.38660 -9.93518 2.67664
H 4.36496 -8.83600 1.81383
H 4.08450 -10.30817 0.75857
H 6.09829 -10.35394 1.32711
C 4.45249 -6.53081 -5.76856
C 4.84321 -7.88499 -5.21786
O 4.47891 -7.91626 -3.82766
H 3.41488 -6.24913 -5.58933
H 4.61729 -6.41472 -6.83977
H 5.10995 -5.78935 -5.31460
H 5.91001 -8.06111 -5.35576
H 4.37927 -8.74131 -5.70732
H 3.52187 -7.85673 -3.78131
C -0.05893 -7.25100 -2.11869
C 0.85977 -8.51001 -2.08719
O 2.04813 -8.34601 -2.78256
H -0.30995 -6.95420 -3.13702
H 0.40967 -6.42290 -1.58692
H -1.01608 -7.42169 -1.62592
H 0.39718 -9.41500 -2.48104
H 1.17249 -8.80176 -1.08460
H 2.54164 -9.13484 -2.54636
```

---

# C8H26AgN4O10P4

A structure of composition C8H26AgN4O10P4 (ωB97M-V/def2-TZVPD, OMol25).

For the largest force on an atom, the calculation gives 0.09 eV Å⁻¹. As for the LUMO energy: 0.08257 Eh. As for the net charge: -1. The total energy is -76317.38351 eV. For the highest occupied orbital energy, the calculation gives -4.52 eV. The energy above the lowest of the compared OMol25 structures with the same formula, charge and spin is 0.00 kcal/mol.

XYZ file:
```
53
C8H26AgN4O10P4 ωB97M-V/def2-TZVPD
Ag -1.62296 -1.55810 0.29608
C 0.51926 0.60283 3.01159
N 0.92108 -0.47363 2.12345
C 0.75564 -1.82592 2.67183
P 1.31065 -0.34971 0.54861
O 0.57420 -1.20689 -0.40377
O 1.10580 1.22113 0.21009
P -0.32425 1.84985 -0.28140
O -1.39484 1.58748 0.69051
N -0.62678 1.32507 -1.79295
C 0.44500 1.24783 -2.77081
C -1.79831 0.49621 -2.10077
N 0.19420 3.42550 -0.46879
C 0.87295 4.05468 0.65666
C -0.77047 4.31978 -1.10038
N 2.93208 -0.60493 0.40643
C 3.84839 0.12150 1.26300
C 3.47432 -0.97690 -0.89224
H 1.03052 0.48263 3.97161
H -0.56000 0.59025 3.17690
H 0.78214 1.57130 2.59544
H 1.48096 -1.99865 3.47209
H 0.87381 -2.58709 1.90110
H -0.25433 -1.95075 3.06558
H 1.25119 1.92973 -2.50181
H 0.06378 1.53299 -3.75448
H 0.83698 0.22766 -2.82872
H -2.51968 0.53420 -1.28828
H -1.51774 -0.54840 -2.25909
H -2.27010 0.87306 -3.01194
H 1.63898 3.39095 1.05029
H 0.17946 4.31873 1.46448
H 1.35931 4.96812 0.30791
H -1.25331 3.81162 -1.93278
H -0.24452 5.19690 -1.48339
H -1.54444 4.65400 -0.39965
H 3.38771 0.29761 2.23415
H 4.13805 1.08731 0.82924
H 4.75313 -0.47114 1.41578
H 2.73223 -1.55144 -1.44046
H 4.36133 -1.59711 -0.74713
H 3.76009 -0.09703 -1.48249
O -5.32582 -2.97329 -1.64746
P -3.81191 -2.83082 -1.07048
O -2.85309 -2.94874 -2.22380
O -3.78169 -1.51001 -0.30362
O -3.63945 -4.04101 -0.08805
P -2.07192 -4.78647 0.61562
O -1.18466 -4.36819 -0.68828
O -1.87934 -3.52481 1.68224
O -0.68734 -4.43293 1.74230
H -5.91813 -2.53949 -1.02452
H -1.72815 -3.96547 -1.41547
```

---

# C8H26BeN12O12

A structure of composition C8H26BeN12O12 (ωB97M-V/def2-TZVPD, OMol25).

For the largest force on an atom, the calculation gives 7.63 eV Å⁻¹. As for the LUMO energy: -0.20380 Eh. The total energy is -51561.66307 eV. For the highest occupied orbital energy, the calculation gives -7.94 eV. The energy above the lowest of the compared OMol25 structures with the same formula, charge and spin is 338.39 kcal/mol.

XYZ file:
```
59
C8H26BeN12O12 ωB97M-V/def2-TZVPD
Be 0.63327 -1.15492 -1.08518
O 4.70158 -6.11037 -1.66139
C 3.78230 -5.91926 -0.72923
O 4.04696 -6.27810 0.43840
O 2.75212 -5.32612 -1.09813
H 4.32688 -5.51311 -2.31291
O 6.53341 -0.86934 -4.39197
C 5.43013 -1.52866 -4.61163
O 4.43171 -1.10871 -4.06906
O 5.30658 -2.56721 -5.36916
H 6.09237 -0.21193 -3.84892
C -3.09055 0.57798 -5.06984
O -1.98994 0.15609 -4.91379
N -3.34466 1.83873 -5.25743
N -4.17787 -0.09673 -5.15042
H -4.24504 2.28426 -5.36197
H -2.65300 2.55483 -5.42747
H -5.11814 0.27128 -5.12697
H -4.10578 -1.07636 -4.91539
C -5.11850 -3.51997 0.11278
O -3.95326 -3.55463 -0.32928
N -5.55848 -3.78765 1.26714
N -6.20774 -3.58952 -0.65400
H -4.98590 -4.05360 2.05551
H -6.56460 -3.81396 1.35154
H -6.00138 -3.71722 -1.63441
H -7.09443 -3.27167 -0.28950
C -0.08333 -0.97129 5.40931
O -0.05294 -1.15890 4.24964
N 0.25304 0.16515 5.94862
N -0.47139 -1.79889 6.32709
H 0.33108 0.17025 6.95559
H 0.77607 0.87946 5.46251
H -0.38165 -1.54683 7.30100
H -0.51103 -2.78134 6.09617
C -4.70705 2.08569 0.75146
O -3.58006 1.84819 0.40305
N -5.41841 3.10995 0.37951
N -5.25578 1.42494 1.75266
H -6.12431 3.40625 1.03830
H -5.13457 3.67835 -0.40564
H -4.82817 0.52423 1.91379
H -6.26030 1.52858 1.77014
C 2.10862 5.08844 -1.17516
O 2.38851 3.93604 -1.34105
N 2.92185 6.02913 -1.60866
N 1.14869 5.66753 -0.50699
H 2.89962 6.87851 -1.06261
H 3.44539 5.71215 -2.41211
H 0.56163 5.00443 -0.02146
H 0.96508 6.65567 -0.40710
C 5.96991 0.26609 2.45458
O 5.13304 -0.20491 1.73629
N 5.94558 1.36367 3.13166
N 7.17070 -0.18267 2.42801
H 6.79857 1.73226 3.52747
H 5.02868 1.78366 3.18634
H 7.29956 -0.76476 1.61274
H 7.83534 -0.14343 3.18749
```

---

# C8H26F3N2O9SV2

A structure of composition C8H26F3N2O9SV2 (ωB97M-V/def2-TZVPD, OMol25).

The multiplicity is 7. For the largest force on an atom, the calculation gives 4.33 eV Å⁻¹. As for the LUMO energy (spin up / spin down): -0.39987 / -0.40143 Eh. As for the net charge: +3. The total energy is -100461.78539 eV. For the highest occupied orbital energy (spin up / spin down), the calculation gives -17.06 / -17.06 eV.

XYZ file:
```
51
C8H26F3N2O9SV2 ωB97M-V/def2-TZVPD
V 2.48940 -0.24072 0.29630
V -0.50875 -1.73324 2.07360
N -2.87671 -3.58057 -1.05867
H -3.32729 -4.03851 -0.26467
H -3.59907 -3.10297 -1.60843
H -2.35663 -4.22297 -1.65040
H -2.14946 -2.86137 -0.75285
N 1.20847 -3.65481 -1.92189
H 1.03785 -2.65548 -1.67878
H 0.32986 -4.11609 -2.13253
H 1.71399 -4.11610 -1.16139
H 1.81354 -3.72836 -2.75118
C 1.97934 1.54292 4.61938
F 1.02717 2.26161 4.06915
F 3.12083 2.17129 4.67609
F 1.63173 1.18050 5.81915
S 2.32332 -0.02526 3.58067
O 2.84023 0.40633 2.25326
O 3.34173 -0.70207 4.34030
O 1.03736 -0.74479 3.47839
C -0.00521 -0.84688 -0.36683
O 0.29324 -0.27615 0.71572
O -0.85997 -1.82538 -0.26423
O 0.95491 -0.85452 -1.20605
C -3.94117 0.55792 1.09805
C -3.55753 -0.71200 1.82983
O -2.29815 -0.45480 2.55278
H -4.84766 0.45072 0.50338
H -3.05926 0.81156 0.50872
H -4.18950 1.35614 1.79997
H -3.42126 -1.52451 1.11540
H -4.27864 -0.97537 2.60298
H -2.52811 0.27628 3.14564
C -0.04982 1.44795 -5.49460
C -0.22945 0.43598 -4.38047
O 1.06863 0.15887 -3.80149
H 0.71804 1.03623 -6.15024
H 0.28751 2.41467 -5.12907
H -0.97644 1.53928 -6.05798
H -0.55485 -0.51459 -4.81296
H -0.86273 0.80707 -3.56863
H 0.98263 -0.31025 -2.96803
C 2.50745 3.74578 1.61169
C 1.72590 2.94438 0.56568
O 2.59447 1.96046 -0.03982
H 1.74283 4.33530 2.12625
H 3.23979 4.44329 1.21145
H 2.95173 3.07109 2.33702
H 1.35508 3.64879 -0.17780
H 0.92839 2.43483 1.10141
H 3.23225 2.37855 -0.63327
```

---

Look up the total energy of the eighth one. -100461.78539 eV